# 1
The following is a quantum chemistry calculation of C30H43Cl3N5O3PtSi as an isolated structure in a non-equilibrium geometry, from the Open Molecules 2025 dataset.

Last column: Löwdin spin population.
Cartesian coordinates (Å):
1 C 1.070 4.849 0.381  -0.0001
2 C 1.825 3.871 -0.441  0.0021
3 H 1.710 5.613 0.829  0.0001
4 H 0.564 4.323 1.210  0.0000
5 H 0.310 5.356 -0.237  -0.0001
6 C 3.095 4.074 -0.835  0.0064
7 C 3.888 5.276 -0.433  0.0012
8 H 3.532 3.450 -1.617  0.0003
9 H 3.617 5.665 0.555  0.0000
10 H 3.768 6.094 -1.155  0.0003
11 H 4.949 5.022 -0.406  0.0002
12 Pt -0.563 0.178 0.468  1.3827
13 Cl -2.094 1.344 -0.763  0.1428
14 Cl -1.434 -0.094 2.912  0.0898
15 C 0.079 -0.815 -2.429  0.0041
16 O 0.476 -0.818 -1.224  0.0863
17 N 0.687 -1.608 -3.304  0.0002
18 C 1.723 -2.559 -2.914  0.0007
19 C 0.417 -1.472 -4.726  0.0012
20 H -0.723 -0.162 -2.824  0.0000
21 H 1.634 -2.788 -1.852  0.0003
22 H 2.723 -2.150 -3.118  -0.0001
23 H 1.581 -3.468 -3.512  0.0000
24 H -0.362 -0.719 -4.862  0.0002
25 H 0.073 -2.423 -5.147  0.0002
26 H 1.301 -1.152 -5.293  -0.0001
27 H 2.188 1.953 2.454  0.0015
28 H 4.387 1.505 0.643  0.0014
29 C 2.626 1.015 2.819  0.0026
30 C 4.410 0.537 1.162  0.0032
31 N 3.097 0.199 1.699  0.0372
32 H 1.875 0.463 3.388  0.0003
33 C 2.273 -0.647 1.075  0.0440
34 O 1.072 -0.837 1.466  0.0143
35 H 4.729 -0.243 0.464  0.0002
36 H 2.697 -1.255 0.245  0.0017
37 H 3.480 1.247 3.456  0.0003
38 H 5.132 0.620 1.980  0.0002
39 O 0.981 1.746 0.337  0.0786
40 C 1.026 2.586 -0.754  0.0065
41 C 2.704 1.078 -1.915  0.0005
42 C 1.601 1.912 -2.010  -0.0003
43 H 3.038 0.794 -0.913  0.0003
44 C 3.380 0.675 -3.068  0.0001
45 H -0.015 2.872 -0.981  0.0005
46 C 1.098 2.274 -3.255  -0.0002
47 H 4.252 0.020 -2.981  0.0000
48 C 2.945 1.139 -4.312  0.0001
49 C 1.787 1.916 -4.413  0.0000
50 H 0.191 2.876 -3.277  0.0001
51 H 3.513 0.883 -5.212  0.0000
52 H 1.425 2.248 -5.389  0.0000
53 Si -1.801 1.900 3.698  0.0037
54 Cl -0.687 2.841 2.234  0.0040
55 C -0.912 1.106 5.268  0.0035
56 C -3.605 2.103 3.055  -0.0002
57 C -2.267 3.246 5.041  0.0001
58 H 0.034 0.596 5.058  0.0002
59 H -1.596 0.372 5.708  0.0013
60 H -0.701 1.796 6.089  0.0006
61 H -1.401 3.530 5.643  0.0000
62 H -3.021 2.850 5.732  0.0000
63 H -2.668 4.161 4.609  0.0000
64 H -3.729 2.218 1.971  0.0001
65 H -4.080 3.005 3.478  0.0000
66 H -4.225 1.256 3.375  0.0001
67 N -4.795 -9.355 -2.071  -0.0003
68 C -4.460 -8.343 -1.593  -0.0001
69 C -4.063 -7.113 -1.012  -0.0004
70 C -2.749 -6.665 -1.142  0.0001
71 C -2.334 -5.445 -0.601  -0.0005
72 C -3.295 -4.662 0.066  0.0013
73 C -4.611 -5.120 0.263  0.0000
74 C -4.978 -6.334 -0.310  0.0001
75 N -2.973 -3.334 0.428  0.0009
76 C -3.887 -2.361 0.878  0.0031
77 C -3.241 -1.166 0.886  0.0016
78 N -1.919 -1.397 0.518  0.0675
79 C -1.768 -2.698 0.259  0.0012
80 H -2.024 -7.254 -1.682  0.0000
81 H -1.301 -5.077 -0.701  -0.0001
82 H -5.329 -4.519 0.838  0.0001
83 H -5.999 -6.658 -0.200  0.0000
84 H -4.914 -2.577 1.120  0.0006
85 H -3.600 -0.187 1.153  -0.0001
86 H -0.840 -3.179 -0.029  -0.0001

Cartesian forces, eV/Å:
-0.25 0.09 0.85
0.55 -0.72 -0.43
-0.15 0.00 -0.14
0.21 0.51 -0.62
0.12 -0.20 0.20
-0.97 0.14 -0.18
0.36 0.20 0.00
0.01 -0.10 0.45
0.08 -0.13 -0.23
0.07 0.00 0.07
0.09 0.10 0.00
1.39 0.86 0.44
-1.72 1.18 -1.47
-0.27 -1.09 -0.32
1.29 0.18 2.58
-0.90 -0.42 -3.07
0.10 -0.32 -1.01
-0.11 0.23 -0.20
-0.16 -0.08 -0.09
0.28 -0.21 0.44
-0.01 0.10 -0.14
-0.25 -0.09 0.09
0.08 0.12 0.15
0.10 -0.09 -0.04
-0.01 0.06 0.06
-0.05 0.01 0.30
-0.07 -0.27 -0.07
-0.09 -0.14 0.04
-0.14 0.12 -0.19
-0.32 -0.03 0.01
0.42 -0.10 -0.02
0.03 0.09 -0.18
-2.21 -0.29 1.20
3.54 -0.66 -0.25
0.01 0.14 0.08
-0.08 0.54 0.30
0.03 -0.11 0.02
-0.05 -0.16 -0.07
1.03 -0.09 -0.07
-0.37 -0.60 -0.22
0.32 -0.16 -0.16
-0.29 0.80 0.49
-0.18 0.09 -0.50
-0.19 0.09 0.23
0.14 0.35 -0.36
0.30 -0.06 -0.12
-0.19 0.27 -0.14
0.08 -0.21 -0.29
-0.04 -0.12 0.00
0.18 -0.03 -0.13
-0.23 0.05 0.25
0.16 -0.13 0.25
-1.03 1.62 2.93
-0.07 0.42 0.89
0.66 -0.30 0.22
-0.58 -0.48 -0.33
0.47 1.37 -0.33
-0.14 -0.24 -0.12
-0.02 -0.21 -0.21
-0.02 0.10 -0.19
-0.06 0.19 0.04
-0.01 -0.19 -0.09
-0.25 0.29 -0.03
0.31 -0.36 -0.04
0.36 -0.36 -0.01
-0.09 -0.09 -0.07
0.64 1.88 0.89
-0.83 -2.42 -1.16
0.33 0.71 0.23
0.67 0.63 0.30
-0.61 -0.25 0.06
0.04 0.64 -0.11
0.38 -0.29 -0.28
-0.04 0.62 0.55
-0.22 -0.14 0.54
0.15 0.20 -0.40
0.47 -1.46 -0.23
-0.70 -2.49 -0.47
-0.93 1.91 0.35
-0.02 -0.17 -0.05
-0.73 -0.40 -0.10
0.40 -0.46 -0.48
-0.17 -0.22 0.00
0.18 -0.06 -0.12
0.11 0.01 -0.05
-0.26 0.27 0.09

Orbital gap (alpha / beta) = 4.083 / 5.590 eV
Energy above the lowest of the compared OMol25 structures with the same formula, charge and spin = 17.17 kcal per mole
Lowest unoccupied orbital energy (alpha / beta) = 1.475 / 1.480 eV
Total charge = -1
E_tot = -94092.9208 eV
2S+1 = 3
HOMO energy (alpha / beta) = -0.09584 / -0.15103 hartree

# 2
The following is a quantum chemistry calculation of a 7-piece molecular cluster, C30H43N7O10 overall in a non-equilibrium geometry, from the Open Molecules 2025 dataset.

Last column: Löwdin charge in e.
Cartesian coordinates (Å):
1 O 1.233 5.556 -3.326  -0.0042
2 N 1.092 4.957 -2.153  -0.3135
3 O 0.009 4.835 -1.579  0.0460
4 C 2.331 4.374 -1.554  -0.0685
5 C 3.767 4.795 -1.995  0.0259
6 C 5.016 4.249 -1.351  -0.0028
7 C 4.736 3.148 -0.298  -0.0129
8 C 3.421 2.692 0.022  -0.0943
9 C 2.230 3.294 -0.479  0.0068
10 H 3.975 5.707 -2.648  0.1093
11 H 6.046 4.609 -1.437  0.0857
12 H 5.468 2.894 0.270  0.0162
13 H 3.106 1.941 0.760  0.0779
14 H 1.168 2.944 -0.136  0.1174
15 O 2.491 1.136 4.023  -0.0131
16 N 1.421 1.747 3.539  -0.3093
17 O 1.384 2.693 2.829  0.0818
18 C 0.130 1.366 4.279  -0.1037
19 C 0.040 0.078 4.967  -0.0206
20 C -1.244 -0.275 5.659  0.0018
21 C -2.488 0.729 5.697  -0.0763
22 C -2.270 1.916 5.052  -0.1091
23 C -0.978 2.451 4.323  0.0496
24 H 0.739 -0.787 5.131  0.0847
25 H -1.444 -1.235 6.222  0.0923
26 H -3.370 0.420 6.081  0.0449
27 H -3.268 2.579 5.281  0.1404
28 H -0.785 3.594 3.985  0.1506
29 O -3.442 -0.551 -1.865  0.0044
30 N -3.984 -1.286 -2.768  -0.3339
31 O -5.061 -1.143 -3.253  0.1136
32 C -3.077 -2.268 -3.398  -0.0721
33 C -3.230 -2.597 -4.928  0.0177
34 C -2.362 -3.545 -5.560  -0.0188
35 C -1.147 -4.169 -4.824  -0.0421
36 C -0.940 -3.817 -3.486  -0.0766
37 C -1.898 -2.906 -2.703  0.0400
38 H -4.151 -2.262 -5.211  0.0498
39 H -2.698 -3.783 -6.570  0.0871
40 H -0.483 -4.753 -5.274  0.0365
41 H -0.003 -4.358 -2.905  0.1370
42 H -1.746 -2.574 -1.654  0.0919
43 C -0.240 1.241 -2.183  -0.0600
44 N 0.022 1.246 -3.614  -0.1779
45 C 0.408 2.494 -4.244  -0.0570
46 C -0.005 0.072 -4.404  -0.2589
47 O 0.290 0.037 -5.629  -0.0661
48 H 0.618 1.003 -1.592  0.0456
49 H -0.928 0.406 -2.202  0.0599
50 H -0.825 2.210 -1.848  0.1232
51 H 1.244 2.883 -4.030  -0.0206
52 H -0.209 3.378 -3.900  0.0883
53 H 0.272 2.310 -5.448  0.1543
54 H -0.211 -1.010 -3.982  0.1392
55 C -3.881 1.585 0.301  -0.0695
56 N -2.558 1.530 0.871  -0.1793
57 C -1.934 2.859 1.122  -0.0213
58 C -1.873 0.325 0.829  -0.2375
59 O -0.656 0.403 1.181  -0.0860
60 H -3.549 1.783 -0.643  0.0405
61 H -4.442 2.336 0.683  0.0548
62 H -4.400 0.613 -0.008  0.1154
63 H -0.803 2.807 1.166  0.0777
64 H -2.222 3.144 2.080  0.0262
65 H -2.414 3.520 0.258  0.1361
66 H -2.418 -0.539 0.587  0.1021
67 C 1.068 -3.336 3.806  -0.0436
68 N -0.208 -3.486 3.127  -0.1838
69 C -1.008 -4.479 3.646  -0.0738
70 C -0.499 -2.893 1.952  -0.3195
71 O -1.503 -3.008 1.246  -0.0076
72 H 1.493 -4.150 4.318  0.0780
73 H 0.967 -2.685 4.706  0.0716
74 H 1.774 -2.742 3.266  0.0722
75 H -0.881 -5.439 3.000  0.1446
76 H -2.070 -4.283 3.625  0.0981
77 H -0.746 -4.563 4.586  0.0314
78 H 0.252 -2.032 1.535  0.1463
79 C 3.269 -3.280 0.461  -0.0619
80 N 2.696 -2.160 -0.279  -0.1551
81 C 2.695 -0.706 0.249  0.0112
82 C 2.000 -2.472 -1.280  -0.4121
83 O 1.378 -1.665 -1.984  -0.0272
84 H 2.581 -3.725 0.969  -0.0136
85 H 4.008 -3.011 1.424  0.1634
86 H 3.712 -4.046 -0.095  0.0605
87 H 3.740 -0.415 0.488  0.0810
88 H 1.884 -0.701 1.229  0.1402
89 H 2.417 -0.007 -0.521  0.0404
90 H 1.988 -3.765 -1.585  0.1923

Cartesian forces, eV/Å:
-0.41 -2.25 4.62
0.27 1.62 -3.12
2.02 0.06 -0.79
3.69 -1.90 1.73
0.30 -0.21 1.82
-5.62 -2.46 2.20
-5.41 4.26 -5.50
-0.96 1.48 -0.68
-0.55 2.12 -2.90
-0.97 -1.56 0.67
-0.71 0.04 -0.43
4.80 -2.09 3.29
1.25 0.24 -0.04
2.29 0.74 -0.72
-3.56 2.04 -2.57
1.63 -2.49 4.76
0.54 0.23 -1.04
-2.53 1.60 0.44
-4.06 -0.39 1.74
-1.11 3.10 -0.92
8.46 -2.18 -2.82
-0.41 3.59 -0.34
0.49 -3.57 1.81
-0.06 1.81 -0.95
0.86 1.08 -0.92
-2.56 -0.70 1.33
2.91 -0.78 -1.34
-0.67 -3.30 0.74
-1.85 -1.96 -1.90
3.73 1.11 1.14
-1.03 0.22 0.19
4.53 -3.61 -2.32
3.51 -2.23 5.16
0.33 0.94 2.75
-5.72 5.12 1.99
-0.48 0.09 1.87
-1.62 1.09 -2.79
-2.02 0.85 -1.89
0.76 -0.26 0.16
2.42 -2.46 -2.11
-2.67 1.81 -1.44
0.21 -0.70 -0.78
-2.22 0.53 -1.06
0.66 -0.71 -1.32
-7.54 -1.89 -4.41
0.96 -0.65 -1.72
-0.76 0.72 2.82
0.51 0.14 0.51
-0.36 -0.29 1.42
1.34 -1.85 -0.68
7.29 1.78 1.43
-0.49 -1.25 -0.53
0.51 0.76 3.13
0.00 2.55 0.36
1.05 -3.44 -1.46
0.67 -2.55 1.18
0.06 -1.00 -3.19
3.50 5.24 2.36
-1.89 -1.60 -0.94
-0.42 1.67 -3.36
-1.99 1.93 1.33
0.66 0.98 1.74
-1.42 -0.07 -0.64
-0.84 1.01 1.50
1.52 -0.84 1.98
-0.68 -1.32 -0.47
-0.77 2.99 1.12
1.78 1.51 -1.12
-2.60 -2.83 -4.77
0.76 3.10 -2.53
0.68 -0.85 1.45
0.41 -1.94 -0.51
-0.58 -0.07 -0.34
0.53 -0.18 -0.90
-0.16 1.10 1.48
-0.30 0.46 -0.27
1.19 -1.28 4.80
-0.99 -2.03 1.48
4.82 3.92 1.92
3.21 1.86 4.09
-0.99 -2.02 2.34
-3.62 -2.11 -5.86
0.45 -1.38 0.60
-4.80 -2.77 3.05
-1.49 -0.01 -3.05
1.07 -0.56 -1.39
-0.71 -0.57 0.47
2.54 0.43 -2.84
-0.71 -0.27 -0.32
0.12 3.48 0.98

Orbital gap = 7.148 eV
SMILES = O=[N+]([O-])c1ccccc1.O=[N+]([O-])c1ccccc1.O=[N+]([O-])c1ccccc1.CN(C)C=O.CN(C)C=O.CN(C)C=O.CN(C)C=O
Energy above the lowest of the compared OMol25 structures with the same formula, charge and spin = 308.59 kcal per mole
Lowest unoccupied orbital energy = -1.131 eV
Total charge = 0
E_tot = -62688.8065 eV
2S+1 = 1
HOMO energy = -0.30422 hartree

# 3
The following is a quantum chemistry calculation of C30H44BF5IrN2OP2 as an isolated structure, from the Open Molecules 2025 dataset.

Last column: Löwdin spin population.
Cartesian coordinates (Å):
1 Ir -0.793 -0.390 -0.010  0.0395
2 C -1.731 4.325 -0.587  -0.0001
3 C -1.856 2.853 -1.032  -0.0004
4 C -3.198 2.353 -0.486  0.0021
5 C -1.908 2.747 -2.560  0.0000
6 P -0.400 1.885 -0.352  0.0002
7 C -0.128 2.464 1.403  -0.0002
8 N 0.542 1.356 2.052  0.0000
9 B 0.444 0.074 1.461  -0.0018
10 N 1.521 -0.729 1.908  0.0001
11 C 1.844 -1.967 1.245  -0.0004
12 P 0.994 -1.904 -0.434  0.0048
13 C -0.263 -3.297 -0.484  0.0000
14 C 0.234 -4.740 -0.454  -0.0002
15 C -1.147 -3.098 -1.728  0.0007
16 C -1.129 -3.088 0.773  -0.0007
17 C 2.406 -2.187 -1.647  0.0026
18 C 3.263 -3.383 -1.186  0.0005
19 C 1.896 -2.460 -3.065  0.0001
20 C 3.340 -0.973 -1.652  0.0000
21 C 2.299 0.067 2.758  0.0002
22 C 3.470 -0.218 3.438  0.0001
23 C 4.047 0.799 4.186  0.0002
24 C 3.464 2.062 4.264  0.0002
25 C 2.282 2.353 3.597  0.0000
26 C 1.703 1.350 2.840  0.0002
27 C 1.156 2.317 -1.287  0.0005
28 C 1.138 1.562 -2.622  0.0013
29 C 1.321 3.815 -1.579  0.0000
30 C 2.366 1.914 -0.433  0.0001
31 H -2.576 4.868 -1.016  0.0000
32 H -0.828 4.820 -0.923  0.0000
33 H -1.807 4.426 0.496  0.0000
34 H -3.964 3.045 -0.839  0.0005
35 H -3.236 2.349 0.601  0.0004
36 H -3.451 1.364 -0.874  0.0000
37 H -2.832 3.218 -2.901  0.0000
38 H -1.927 1.709 -2.897  0.0000
39 H -1.086 3.262 -3.051  0.0000
40 H -1.085 2.705 1.872  0.0001
41 H 0.485 3.368 1.390  0.0000
42 H 1.496 -2.843 1.800  0.0000
43 H 2.919 -2.076 1.116  0.0000
44 H 0.697 -5.032 -1.394  0.0000
45 H -0.627 -5.396 -0.309  0.0000
46 H 0.932 -4.926 0.363  0.0000
47 H -0.599 -3.217 -2.657  0.0000
48 H -1.629 -2.115 -1.760  0.0004
49 H -1.947 -3.841 -1.715  0.0001
50 H -0.626 -3.406 1.685  0.0000
51 H -2.056 -3.655 0.671  0.0002
52 H -1.457 -2.043 1.000  -0.0008
53 H 2.718 -4.311 -1.073  0.0000
54 H 3.803 -3.180 -0.262  0.0000
55 H 4.018 -3.543 -1.957  0.0002
56 H 1.429 -3.440 -3.147  0.0000
57 H 2.753 -2.460 -3.739  0.0000
58 H 1.196 -1.703 -3.423  0.0001
59 H 3.666 -0.692 -0.649  0.0000
60 H 2.904 -0.109 -2.137  0.0000
61 H 4.234 -1.250 -2.213  0.0000
62 H 3.922 -1.200 3.394  0.0000
63 H 4.963 0.604 4.727  0.0000
64 H 3.936 2.828 4.864  0.0000
65 H 1.825 3.331 3.677  0.0000
66 H 0.369 1.939 -3.293  0.0000
67 H 0.971 0.495 -2.484  0.0012
68 H 2.098 1.705 -3.121  0.0000
69 H 0.580 4.206 -2.271  0.0000
70 H 2.298 3.940 -2.049  0.0000
71 H 1.326 4.421 -0.673  0.0000
72 H 2.343 0.884 -0.091  0.0000
73 H 2.472 2.563 0.436  0.0000
74 H 3.265 2.044 -1.039  0.0000
75 F -7.378 -1.794 1.835  0.0805
76 C -6.188 -1.307 1.660  0.2073
77 C -5.603 -0.520 2.662  -0.0050
78 F -6.267 -0.283 3.768  -0.0139
79 C -4.345 -0.013 2.465  0.1230
80 F -3.770 0.728 3.380  0.0399
81 C -3.611 -0.275 1.258  0.1177
82 O -2.460 0.233 1.110  0.2689
83 C -4.254 -1.077 0.267  0.0879
84 F -3.587 -1.308 -0.861  0.0233
85 C -5.505 -1.583 0.455  0.0215
86 F -6.092 -2.318 -0.461  -0.0030

Cartesian forces, eV/Å:
-0.02 -0.03 -0.23
-0.03 -0.05 0.01
0.00 0.09 0.04
-0.02 0.00 -0.09
-0.06 0.03 -0.01
0.07 -0.01 0.06
0.05 -0.06 -0.03
-0.22 -0.02 -0.27
0.28 -0.02 0.35
-0.47 -0.07 -0.23
-0.01 0.05 0.01
0.08 -0.12 0.11
-0.03 0.04 -0.06
0.10 0.03 0.05
-0.03 0.02 0.01
0.02 0.06 -0.04
0.06 0.01 -0.01
-0.02 0.06 0.04
-0.03 0.03 0.02
0.02 -0.05 0.02
0.14 0.36 0.18
-0.14 -0.05 -0.08
0.00 0.19 0.07
0.14 -0.12 0.04
-0.12 -0.07 -0.08
0.34 -0.13 0.10
-0.01 -0.05 -0.05
-0.05 0.00 -0.07
-0.03 0.00 0.02
-0.02 0.04 0.03
-0.01 0.00 -0.01
0.01 -0.02 0.01
0.01 0.01 0.01
-0.01 0.00 -0.02
0.01 0.07 -0.03
0.02 0.05 0.01
-0.01 0.00 0.00
0.00 0.01 -0.01
-0.07 0.01 0.02
-0.01 0.02 -0.03
0.01 0.00 0.02
0.05 -0.04 -0.05
0.01 0.07 -0.03
0.08 0.00 -0.05
0.01 0.01 0.02
0.01 -0.01 -0.02
0.03 -0.03 0.00
0.06 0.00 -0.03
-0.01 0.00 0.00
0.01 0.03 0.01
-0.01 -0.01 0.00
0.01 0.02 -0.04
-0.14 -0.12 0.01
0.00 -0.02 -0.04
-0.01 -0.01 -0.01
-0.02 -0.02 0.00
0.00 0.02 0.00
-0.02 0.04 0.01
0.02 -0.03 0.00
-0.01 0.00 0.00
0.00 0.00 -0.01
0.00 -0.01 0.00
0.00 0.00 0.00
0.00 0.00 0.00
0.00 0.01 0.00
0.12 -0.05 0.03
-0.01 -0.03 -0.02
0.02 -0.02 0.01
0.02 0.00 0.00
0.00 0.00 0.00
-0.02 0.01 0.01
-0.07 -0.02 0.04
0.00 -0.01 0.05
0.00 -0.01 -0.01
-0.02 -0.01 0.00
-0.02 0.00 0.02
0.12 0.08 0.06
-0.03 0.00 0.02
-0.16 0.03 0.11
0.02 0.02 0.00
0.24 0.16 0.01
-0.15 -0.24 0.21
-0.13 -0.17 -0.10
-0.05 0.04 0.02
0.14 0.01 -0.13
-0.03 -0.01 0.01

Orbital gap (alpha / beta) = 6.556 / 4.032 eV
Energy above the lowest of the compared OMol25 structures with the same formula, charge and spin = 0.00 kcal per mole
Lowest unoccupied orbital energy (alpha / beta) = -6.369 / -8.887 eV
Total charge = +2
E_tot = -72519.2314 eV
2S+1 = 2
HOMO energy (alpha / beta) = -0.47498 / -0.47478 hartree